(1)
Computed, not measured: C34H42BBrN6O2S5Ta as an isolated structure at a distorted geometry, with wB97M-V/def2-TZVPD.

The geometry in XYZ format:
```
92
Properties=species:S:1:pos:R:3:forces:R:3
H 3.6315 3.8444 -5.4074 0.037 0.028 -0.061
O 1.4828 2.2317 -0.3533 -0.764 -0.516 1.240
S 0.4275 -2.2087 0.8788 0.539 0.733 0.170
C 3.6594 -0.7207 2.2087 0.247 -0.142 -0.231
Br 3.0655 6.7524 -5.2843 -0.012 -0.202 0.146
H 6.9508 -2.7240 2.0715 0.108 -0.072 0.009
C 1.8178 4.4851 -2.0576 0.053 -0.290 0.064
H 1.1775 -4.7354 0.5965 0.073 0.010 0.010
H 3.9691 -0.6178 4.3091 -0.007 -0.024 0.222
H 3.1306 1.9577 -3.8849 0.018 -0.105 -0.081
H -0.5263 2.5386 -2.1048 -0.030 -0.051 -0.010
H 1.9260 -5.8481 -0.5471 0.115 -0.055 -0.060
C -2.2322 0.3588 -1.2242 0.094 -0.317 0.151
H -1.8457 -1.3193 5.3115 -0.019 0.039 0.182
H -1.8800 2.0425 6.6418 0.073 0.078 0.027
N -2.0354 -0.9252 2.0938 -0.084 0.381 0.551
H 1.1046 1.2349 4.4023 0.018 0.022 0.044
H 1.9558 -2.9969 -1.0930 -0.015 -0.030 -0.046
H -0.5698 -6.2566 -2.3216 -0.085 -0.097 0.009
C -1.4393 0.2069 2.5165 0.037 -0.101 -0.336
C -1.2405 2.6506 4.2246 0.116 -0.053 -0.069
C 1.4907 -3.5158 -1.9252 0.013 -0.077 0.174
N -0.7539 -3.8369 -1.0091 -0.430 0.539 0.389
H 0.6944 1.8746 5.9950 -0.011 0.086 0.118
N -2.8991 1.3463 -1.8659 0.044 -0.585 0.506
C -2.4469 2.1378 -3.0252 0.461 0.501 -0.613
H -1.6495 0.3152 6.7039 0.002 -0.164 0.050
H -3.9430 3.7272 -2.9010 -0.076 0.053 0.085
C 0.4478 1.1148 5.2587 -0.172 0.056 -0.140
H -0.4824 2.8909 3.4877 -0.004 0.077 0.002
C -1.9387 1.1331 6.0516 0.056 -0.020 -0.135
C 1.8252 2.0494 -1.5565 0.469 0.869 -1.205
H -0.9705 3.6690 -3.3794 0.038 0.070 -0.094
H -2.6845 -2.6779 3.1325 -0.153 -0.167 -0.015
C 0.9931 -5.3666 -0.2693 -0.084 0.072 -0.072
H 0.2791 -6.1383 0.0122 -0.076 -0.077 -0.004
H -1.8311 1.7825 -5.0576 -0.068 0.101 -0.064
C -1.3529 3.0921 -2.5414 -0.036 -0.142 -0.008
H -3.9131 -3.0850 -0.9471 -0.196 0.009 -0.026
C 2.7321 5.3013 -4.1115 -0.031 0.007 -0.023
C 2.1840 3.1898 -2.4186 0.028 0.142 -0.088
C -1.8319 -1.0171 4.2865 -0.203 -0.681 -0.099
H -3.8649 -1.6333 1.0787 -0.275 -0.090 0.075
B -2.7737 -1.2757 0.7747 0.477 0.091 -0.219
S 2.1799 0.2076 2.2997 -0.543 -0.051 -0.883
H -4.8610 0.5171 0.5797 -0.217 -0.027 0.183
H 1.0264 -2.7794 -2.5788 -0.056 0.062 -0.105
H -3.2622 3.4597 -4.4925 0.033 -0.008 0.009
C 2.0846 5.5403 -2.9054 0.055 0.165 -0.123
H 1.3101 4.6463 -1.1186 -0.031 0.055 0.083
C 3.1216 4.0175 -4.4725 0.022 0.171 -0.098
C -0.8397 -2.8340 -0.1099 0.152 0.160 0.299
C 4.3606 -0.9979 3.3798 -0.110 0.051 -0.136
C -4.0733 1.5469 -1.1914 -0.393 -0.030 0.476
H -0.9579 0.8007 -3.8930 -0.040 0.037 -0.098
H -2.9745 1.0011 5.7464 -0.096 -0.003 -0.013
C 5.5345 -1.7229 3.3346 0.069 0.037 -0.013
H 6.0743 -1.9313 4.2474 0.013 -0.009 0.027
C 4.1544 -1.1692 0.9814 -0.032 -0.135 0.280
S -0.7241 -0.2913 -1.7108 0.769 0.141 0.127
H -2.2462 -4.8169 -2.2046 0.001 -0.126 -0.107
C 0.1235 -5.4727 -2.6158 -0.089 0.141 0.185
C 5.3471 -1.8892 0.9453 -0.150 0.075 -0.046
C -3.6082 2.9574 -3.5918 0.047 -0.144 0.169
N -1.3561 0.1980 3.8689 -0.286 -0.407 -0.594
O 1.8221 0.8840 -2.0107 -0.097 -1.027 0.497
C 2.8406 2.9637 -3.6264 -0.127 -0.064 0.237
H -0.2946 -4.9141 -3.4508 -0.017 0.022 -0.112
C -2.8539 -3.2063 -0.8521 -0.083 -0.371 -0.393
C 6.0299 -2.1649 2.1131 -0.019 -0.027 0.020
N -2.9609 -0.0716 -0.1795 -0.060 0.293 -0.469
C -2.2495 -1.7027 3.1991 0.045 0.047 0.458
C -4.1057 0.6758 -0.1584 -0.310 0.329 -0.100
H 1.7933 6.5451 -2.6404 -0.012 0.056 0.012
H -1.1926 3.3939 5.0167 0.003 -0.003 0.075
H 2.2753 -4.0184 -2.4810 0.103 -0.116 -0.094
C 0.4637 -4.5451 -1.4477 0.681 -0.316 -0.128
H 0.6212 0.1361 5.6985 0.045 -0.143 0.060
H -2.2184 2.7142 3.7525 -0.129 0.051 -0.036
H -4.7957 2.2772 -1.4824 -0.115 0.125 -0.084
C -1.0119 1.2689 4.8335 0.307 0.624 0.451
H -1.7401 3.7783 -1.7902 -0.057 0.065 0.054
H 5.7182 -2.2207 -0.0114 0.132 -0.083 -0.092
S -0.7613 1.3569 1.4302 0.852 0.229 -0.481
Ta 1.1375 0.1348 0.0780 0.523 0.002 -0.355
H -4.4457 2.3189 -3.8631 -0.118 -0.032 -0.054
S 3.3282 -0.7747 -0.5087 -0.617 0.627 0.525
N -2.1161 -2.4392 0.0031 0.304 -0.387 -0.019
H 1.0367 -5.9531 -2.9574 0.060 0.009 0.043
H -2.6259 0.3985 -4.3014 -0.087 -0.091 -0.086
C -2.0187 -4.0688 -1.4769 -0.677 0.087 -0.115
C -1.9296 1.2173 -4.1349 0.067 0.033 0.041
```
Positions in Å, forces in eV/Å.

The value obtained for the total energy is -175426.100 eV. The strongest force on any atom is 1.558 eV/Å. The calculation puts the LUMO energy at -3.701 eV. As for the total charge: +1. For the gap between HOMO and LUMO, the calculation gives 6.552 eV.

These are the Mulliken partial charges, in e, on atoms 1 to 6: atom 1 (H): 0.452, atom 2 (O): -0.909, atom 3 (S): -0.106, atom 4 (C): 0.473, atom 5 (Br): -0.155, atom 6 (H): 0.384


(2)
Computed, not measured: C34H42BMoN7O4S3 as an isolated structure, with wB97M-V/def2-TZVPD.

The geometry in XYZ format:
```
92
Properties=species:S:1:pos:R:3:forces:R:3
H -1.6737 0.7499 3.6839 0.001 0.013 -0.006
S -0.5781 -2.2934 -2.2474 0.089 -0.037 0.071
C -0.4317 2.5091 3.3544 -0.032 -0.014 0.018
C 3.4334 2.1326 0.4115 -0.002 -0.025 -0.012
H -1.1456 4.9227 -1.8458 -0.008 -0.005 0.001
C -3.3906 -2.0714 1.2828 -0.098 -0.028 0.018
C 2.4239 -3.2992 -2.6490 -0.016 0.023 0.014
H 1.3238 -1.7028 3.1705 -0.004 -0.019 0.001
C 0.8223 0.4425 -4.3710 -0.017 -0.256 -0.025
C -3.6833 -0.4340 -5.1288 0.041 -0.061 -0.226
H -1.8348 5.6751 -0.3992 0.006 -0.008 0.007
C -0.6180 -4.5640 3.4372 -0.003 0.016 -0.002
O -4.7398 -0.6254 -5.6280 -0.032 0.017 0.096
H 5.7166 1.8410 -0.9632 -0.002 -0.005 0.003
C -1.0026 0.3197 -7.7178 0.006 -0.005 -0.041
H -1.4550 1.7742 5.1122 0.000 -0.004 -0.002
S -1.8749 2.0873 -2.4173 -0.018 0.143 0.022
H -0.6355 -1.3472 4.7566 -0.003 -0.014 0.005
O 2.0021 0.5763 -4.5375 0.039 0.104 0.035
N -0.6589 1.3558 1.2675 -0.015 -0.050 -0.047
C -0.3742 -3.0477 3.4163 0.007 -0.006 -0.009
H -3.1294 -0.1005 -7.8782 0.000 0.000 0.008
C -1.2144 -2.4297 2.3160 0.007 -0.019 -0.009
H 3.4862 -3.5176 -2.7232 0.004 0.012 0.008
C 2.1847 -2.0730 -1.8267 0.069 -0.101 -0.051
H 4.1052 -0.1354 1.8193 0.004 -0.002 0.001
C -0.3152 3.9275 3.9114 0.003 -0.007 -0.008
C 4.9558 1.1379 -1.3022 0.004 0.012 -0.036
H 2.8883 2.6791 -0.3603 -0.005 0.000 0.006
H -1.8617 -2.6086 4.9722 0.004 0.002 -0.007
C -4.8702 -2.2496 1.1675 0.026 -0.005 -0.007
H -5.1171 -2.7972 0.2557 0.006 0.004 -0.001
C 2.8988 -0.0841 -0.6264 -0.044 0.074 0.018
N -0.9682 1.2709 -0.0362 0.041 0.059 0.030
H -5.3729 -1.2830 1.1073 0.006 0.000 0.007
H -5.2638 -2.7976 2.0199 0.009 0.000 0.002
H 5.1905 -0.8563 0.6182 -0.001 0.013 0.012
C -0.8082 -2.4258 4.7526 -0.003 0.008 0.006
N 1.6586 0.2555 -0.3589 0.061 0.052 -0.009
H -3.1000 -3.1913 3.0560 -0.002 0.010 -0.007
C -1.8292 4.7740 -1.0075 0.022 -0.004 0.004
C -1.4137 3.5886 -0.1965 -0.046 0.076 -0.062
H -0.8498 0.4337 -8.7827 0.003 0.000 0.004
H 0.8244 0.7342 3.2075 0.006 0.016 -0.003
H 1.7262 2.2615 3.1959 -0.011 -0.010 0.012
O 0.2260 0.3279 -3.1983 0.010 0.029 0.048
N -0.6067 -1.7108 1.4088 0.057 0.007 0.008
H 1.0675 0.6991 -7.1839 -0.002 -0.003 0.001
H -0.0140 -5.0147 4.2247 -0.002 -0.001 -0.004
C 0.8674 1.7415 3.6243 0.013 0.006 0.003
H 5.4779 0.2514 -1.6646 -0.006 0.005 0.000
N -1.3889 0.0372 -5.0392 -0.019 -0.041 0.008
H -0.3327 -5.0219 2.4883 -0.003 -0.003 0.006
C 4.7633 0.0830 0.9759 -0.002 0.007 -0.015
C -0.7166 2.5167 1.8594 0.012 0.012 -0.006
H 1.4556 -3.2036 2.2458 0.001 0.008 0.007
C -2.6756 -1.3281 0.3132 -0.005 0.006 -0.040
C 3.1822 -1.2724 -1.3385 0.069 -0.035 -0.018
C 1.1112 -2.7728 3.1875 0.001 -0.002 -0.002
H -0.2244 -2.8648 5.5618 -0.002 0.002 -0.003
H -1.2525 4.4811 3.8295 0.005 0.003 0.001
O -3.4441 -0.5022 -3.7879 0.061 0.022 0.243
H -0.0655 3.8742 4.9704 -0.001 0.000 0.001
H 4.2528 2.7610 0.7599 0.001 -0.005 0.001
H 2.7575 1.9493 1.2464 0.009 0.005 -0.013
N 0.7000 -0.5360 -0.8141 -0.041 -0.076 -0.029
H -1.6598 -4.8150 3.6422 0.013 -0.002 0.002
C -1.6056 1.7829 4.0322 -0.002 0.012 -0.001
C -0.1706 0.3224 -5.4923 -0.105 0.044 0.103
B -0.7311 -0.1673 -0.4773 0.037 0.005 0.154
S -3.3666 -0.6028 -1.0849 -0.069 -0.041 0.134
C 0.8840 -1.6187 -1.5705 -0.195 0.105 -0.015
C 4.0066 0.8263 -0.1367 0.008 -0.006 0.030
H 2.0263 -3.1583 -3.6562 0.005 0.002 0.005
C -2.2731 0.0238 -7.2297 -0.020 0.004 -0.055
H 4.2145 -1.5302 -1.5372 -0.008 -0.011 0.014
H 1.6838 -3.2240 3.9977 -0.002 -0.002 -0.001
C -1.0742 3.6718 1.1208 0.008 0.042 0.052
N -1.3709 -1.1611 0.4627 -0.007 0.025 -0.029
H -2.5554 2.2827 3.8295 0.007 -0.005 0.004
C 0.0674 0.4693 -6.8431 0.039 0.028 -0.042
H -2.8272 4.6282 -1.4246 -0.004 -0.007 0.011
H -1.0939 4.6342 1.6131 -0.004 -0.004 -0.004
C -1.3769 2.2956 -0.7870 0.036 -0.133 0.026
H 0.4766 4.4946 3.4169 -0.009 0.001 0.003
C -2.6265 -2.6038 2.2798 -0.012 -0.019 0.039
H 4.4227 1.5913 -2.1402 0.003 -0.013 0.016
H 1.0252 1.6675 4.7007 0.000 0.001 0.000
Mo -1.7285 -0.2465 -2.9239 -0.058 0.022 -0.611
H 5.5839 0.7044 1.3348 0.000 -0.005 0.000
H 1.9193 -4.1643 -2.2167 -0.002 0.004 0.005
C -2.4210 -0.1121 -5.8681 0.087 0.038 0.124
```
Positions in Å, forces in eV/Å.

Its expectation value of S² is 2.02. The value obtained for the total energy is -89589.122 eV. The strongest force on any atom is 0.614 eV/Å. The calculation puts the LUMO energy (spin up / spin down) at -7.412 / -7.947 eV. As for the total charge: +2. The spin multiplicity is 3. For the gap between HOMO and LUMO (spin up / spin down), the calculation gives 6.475 / 6.440 eV.

These are the Mulliken partial charges, in e, on atoms 1 to 6: atom 1 (H): 0.109, atom 2 (S): -0.412, atom 3 (C): 2.535, atom 4 (C): -1.770, atom 5 (H): 0.402, atom 6 (C): 0.286